#P
ORCA calculation (ωB97M-V with the def2-TZVPD basis set) on a 2-piece molecular cluster, CH5O2PS overall.

Geometry (Å):
C: 1.991 0.405 0.296
O: -0.804 -1.190 -1.406
O: -0.160 -1.148 1.036
P: -1.338 -1.008 0.157
S: -1.857 1.196 -0.211
H: 1.748 0.429 1.348
H: 1.376 1.011 -0.232
H: 2.473 -0.398 -0.039
H: -1.392 -0.799 -2.024
H: -2.038 1.501 1.075

The HOMO energy (spin up / spin down) comes out at -8.395 / -9.593 eV. For the gap between HOMO and LUMO (spin up / spin down), the calculation gives 5.6 / 10.0 eV.

---

#Q
ORCA calculation (ωB97M-V with the def2-TZVPD basis set) on a 2-piece molecular cluster, CH5O2PS overall.

Geometry (Å):
C: 1.699 -0.761 -0.269
O: -1.360 -0.622 1.583
O: -1.767 -1.252 -0.698
P: -1.480 1.756 -0.276
S: -1.039 -0.396 0.202
H: 1.463 -0.510 -1.302
H: 2.187 0.003 0.425
H: 1.569 -1.782 -0.036
H: -0.093 1.680 -0.630
H: -1.179 1.884 1.000

The HOMO energy (spin up / spin down) comes out at -9.286 / -8.905 eV. For the gap between HOMO and LUMO (spin up / spin down), the calculation gives 7.4 / 8.1 eV.

---

Stability check: which of them is least stable? #Q.

---

#P
ORCA calculation (ωB97M-V with the def2-TZVPD basis set) on an isolated ion of composition C5H11N3 and charge +2.

Geometry (Å):
C: -1.552 1.412 0.509
C: 1.480 0.194 0.690
C: 1.209 1.219 -0.408
C: 0.873 -1.057 0.003
C: -1.613 -0.829 -0.333
N: -2.154 0.330 0.356
N: -0.054 0.974 -0.922
N: -0.241 -0.502 -0.817
H: -1.904 2.356 0.907
H: 2.438 0.147 1.003
H: 1.019 0.398 1.654
H: 1.314 2.292 -0.038
H: 1.977 1.149 -1.300
H: 1.573 -1.586 -0.589
H: 0.485 -1.727 0.779
H: -1.601 -1.804 0.059
H: -2.015 -0.877 -1.297
H: -3.192 0.005 0.492
H: -0.257 -0.748 -1.780

The HOMO energy comes out at -19.799 eV. As for the total charge: +2. For the gap between HOMO and LUMO, the calculation gives 9.1 eV.

---

#Q
ORCA calculation (ωB97M-V with the def2-TZVPD basis set) on a 2-piece molecular cluster, C5H11N3 overall.

Geometry (Å):
C: -0.487 0.313 -1.851
C: -2.618 0.822 -0.769
C: -3.809 1.047 -0.384
C: 0.943 0.270 -1.127
C: 1.330 -3.192 1.796
N: -1.490 0.517 -1.168
N: 0.823 0.531 0.335
N: 1.823 1.440 0.850
H: -0.411 -0.106 -2.811
H: -4.115 1.574 0.620
H: -4.614 1.039 -1.155
H: 1.129 -0.745 -1.365
H: 1.665 0.887 -1.658
H: 1.868 -4.146 1.678
H: 1.668 -2.171 1.927
H: 0.316 -3.118 1.768
H: 1.546 1.487 1.866
H: 1.568 2.399 0.574
H: 2.864 1.150 0.874

The HOMO energy (spin up / spin down) comes out at -18.820 / -14.404 eV. As for the total charge: +2. For the gap between HOMO and LUMO (spin up / spin down), the calculation gives 10.0 / 3.8 eV.

---

Stability check: which of them is least stable? #Q.

---

#P
ORCA calculation (ωB97M-V with the def2-TZVPD basis set) on C3H11NS as an isolated structure.

Geometry (Å):
C: -1.325 -1.610 -2.112
C: -0.488 -0.982 -0.985
S: -1.486 0.254 -0.016
H: -1.936 -0.769 -2.425
H: -2.035 -2.379 -1.823
H: -0.704 -2.021 -2.911
H: 0.328 -0.476 -1.499
H: -0.092 -1.724 -0.286
C: 1.188 0.671 1.593
N: 0.939 2.119 1.444
H: 1.578 0.276 0.645
H: 1.866 0.403 2.411
H: 0.301 0.061 1.757
H: -0.084 1.192 0.324
H: 1.735 2.665 1.753
H: 0.217 2.319 2.129

The HOMO energy comes out at -8.371 eV. For the gap between HOMO and LUMO, the calculation gives 9.2 eV.

---

#Q
ORCA calculation (ωB97M-V with the def2-TZVPD basis set) on a 2-piece molecular cluster, C3H11NS overall.

Geometry (Å):
C: 3.540 2.247 -0.386
S: 2.014 1.378 -0.346
H: 4.148 2.034 0.496
H: 4.141 2.105 -1.311
H: 3.256 3.314 -0.314
C: -2.641 -2.918 0.415
C: -2.012 -1.551 0.773
N: -2.613 -0.470 -0.068
H: -1.968 -3.644 0.881
H: -3.601 -2.988 0.917
H: -2.640 -3.181 -0.639
H: -2.091 -1.340 1.849
H: -0.940 -1.519 0.530
H: -2.567 0.501 0.265
H: -3.528 -0.784 -0.390
H: -2.085 -0.332 -0.943

The HOMO energy comes out at -4.606 eV. For the gap between HOMO and LUMO, the calculation gives 3.4 eV.

---

Stability check: which of them is least stable? #Q.

---

#P
ORCA calculation (ωB97M-V with the def2-TZVPD basis set) on a 2-piece molecular cluster, C3H11NS overall.

Geometry (Å):
C: -1.142 0.653 0.567
N: -1.953 -0.246 1.376
C: -2.816 0.554 2.291
H: -1.753 1.160 -0.210
H: -0.839 1.523 1.136
H: -0.231 0.223 0.143
H: -2.652 -0.645 0.757
H: -2.271 0.840 3.184
H: -3.620 -0.105 2.620
H: -3.211 1.406 1.730
C: 3.686 -1.260 -2.444
S: 2.722 -0.446 -1.124
H: 3.005 -2.005 -2.852
H: 3.887 -0.660 -3.325
H: 4.584 -1.733 -2.065
H: 2.605 0.739 -1.784

The HOMO energy comes out at -8.969 eV. As for the SMILES: CNC.CS. For the gap between HOMO and LUMO, the calculation gives 10.0 eV.

---

#Q
ORCA calculation (ωB97M-V with the def2-TZVPD basis set) on a 2-piece molecular cluster, C3H11NS overall.

Geometry (Å):
C: -0.209 -2.489 -0.073
N: 0.803 -1.419 -0.145
C: 1.317 -1.209 -1.505
H: 0.315 -3.433 -0.286
H: -0.972 -2.389 -0.845
H: -0.668 -2.506 0.911
H: 1.593 -1.772 0.383
H: 0.485 -0.771 -2.062
H: 2.099 -0.453 -1.474
H: 1.661 -2.082 -2.069
C: -1.639 1.638 0.034
S: -0.076 1.928 0.915
H: -1.937 2.629 -0.301
H: -2.445 1.158 0.579
H: -1.416 1.044 -0.854
H: 0.372 0.704 1.220

The HOMO energy comes out at -8.614 eV. As for the SMILES: CNC.CS. For the gap between HOMO and LUMO, the calculation gives 9.6 eV.

---

Stability check: which of them is least stable? #P.

---

#P
ORCA calculation (ωB97M-V with the def2-TZVPD basis set) on one molecule with the formula C22H24N4O3.

Geometry (Å):
O: 0.569 1.711 3.700
C: 1.444 0.892 3.533
C: 2.024 0.100 4.716
N: 2.182 -1.299 4.410
C: 1.419 -2.136 3.628
C: 0.202 -1.747 2.924
C: 0.070 -2.097 1.581
C: -1.035 -1.679 0.866
C: -2.016 -0.922 1.483
C: -1.904 -0.601 2.826
C: -0.798 -1.009 3.549
N: 1.967 -3.297 3.528
O: 3.135 -3.264 4.265
C: 3.294 -2.039 4.801
O: 4.216 -1.654 5.459
N: 2.007 0.559 2.350
C: 1.497 0.784 1.058
C: 0.393 1.587 0.807
C: -0.119 1.688 -0.468
C: 0.454 1.007 -1.554
N: -0.076 1.090 -2.816
C: -0.959 2.170 -3.180
C: -2.441 1.809 -3.002
C: -2.968 0.906 -4.113
C: -2.148 -0.370 -4.299
C: -0.762 -0.111 -4.894
C: 0.319 0.150 -3.841
C: 1.595 0.234 -1.285
C: 2.096 0.120 -0.006
H: 1.359 0.241 5.574
H: 3.016 0.476 4.990
H: 0.844 -2.684 1.113
H: -1.124 -1.937 -0.178
H: -2.873 -0.585 0.920
H: -2.673 -0.023 3.313
H: -0.723 -0.764 4.597
H: 2.796 -0.074 2.369
H: -0.079 2.115 1.618
H: -0.992 2.303 -0.609
H: -0.770 2.446 -4.220
H: -0.716 3.043 -2.567
H: -2.563 1.306 -2.041
H: -3.031 2.727 -2.981
H: -4.000 0.634 -3.881
H: -2.980 1.459 -5.056
H: -2.045 -0.883 -3.340
H: -2.700 -1.032 -4.970
H: -0.822 0.718 -5.602
H: -0.439 -0.987 -5.461
H: 0.537 -0.803 -3.350
H: 1.234 0.487 -4.353
H: 2.114 -0.274 -2.081
H: 2.970 -0.493 0.166

The HOMO energy comes out at -7.454 eV. As for the SMILES: O=C(Cn1c(-c2ccccc2)noc1=O)Nc1ccc(N2CCCCCC2)cc1. For the gap between HOMO and LUMO, the calculation gives 8.1 eV.

---

#Q
ORCA calculation (ωB97M-V with the def2-TZVPD basis set) on one molecule with the formula C22H24N4O3.

Geometry (Å):
C: -0.779 4.093 -5.460
N: -0.131 2.854 -5.091
N: -0.482 2.349 -3.917
C: 0.025 1.237 -3.489
C: -0.486 0.757 -2.195
C: -0.901 -0.563 -2.031
C: -1.399 -0.990 -0.815
C: -1.474 -0.115 0.263
C: -2.080 -0.589 1.548
O: -3.219 -1.019 1.589
N: -1.305 -0.499 2.650
C: 0.088 -0.112 2.666
C: 0.823 -0.909 3.739
N: 0.322 -0.557 5.057
C: 0.762 -1.446 6.108
C: 0.170 -2.871 6.135
O: -1.176 -2.922 6.543
C: -1.093 -0.208 5.052
C: -1.867 -0.895 3.932
C: -1.091 1.211 0.091
C: -0.607 1.643 -1.129
C: 1.033 0.527 -4.240
C: 1.716 -0.604 -3.771
C: 2.668 -1.213 -4.555
C: 2.976 -0.714 -5.820
C: 2.344 0.416 -6.284
C: 1.378 1.049 -5.499
C: 0.752 2.280 -5.985
O: 0.970 2.805 -7.062
H: -1.521 4.322 -4.699
H: -1.250 3.980 -6.436
H: -0.042 4.894 -5.526
H: -0.866 -1.246 -2.867
H: -1.740 -2.007 -0.692
H: 0.194 0.958 2.883
H: 0.533 -0.311 1.688
H: 0.711 -1.981 3.510
H: 1.891 -0.669 3.707
H: 1.849 -1.533 6.021
H: 0.540 -0.958 7.064
H: 0.187 -3.314 5.137
H: 0.794 -3.494 6.792
H: -1.240 -2.609 7.453
H: -1.541 -0.471 6.008
H: -1.175 0.879 4.928
H: -2.920 -0.604 3.945
H: -1.821 -1.983 4.055
H: -1.188 1.909 0.910
H: -0.316 2.673 -1.270
H: 1.499 -0.984 -2.785
H: 3.187 -2.086 -4.185
H: 3.721 -1.208 -6.425
H: 2.575 0.844 -7.247

The HOMO energy comes out at -8.412 eV. As for the SMILES: Cn1nc(-c2ccc(C(=O)N3CCN(CCO)CC3)cc2)c2ccccc2c1=O. For the gap between HOMO and LUMO, the calculation gives 8.6 eV.

---

Stability check: which of them is least stable? #Q.

---

#P
ORCA calculation (ωB97M-V with the def2-TZVPD basis set) on a 3-piece molecular cluster, C7H17N overall.

Geometry (Å):
C: -0.948 -0.063 -0.243
C: 1.597 0.403 -0.714
C: 0.135 -0.933 0.008
C: -1.227 1.181 0.550
C: 1.285 1.083 -2.022
C: -2.413 -1.480 0.340
C: 0.581 -1.321 1.392
N: 2.085 1.304 0.271
H: -1.223 0.029 -1.291
H: 2.309 -0.411 -0.847
H: 0.219 -1.748 -0.709
H: 2.361 0.849 1.133
H: 1.446 2.062 0.480
H: -0.834 1.134 1.566
H: -2.306 1.344 0.618
H: -0.812 2.061 0.050
H: 0.903 0.368 -2.752
H: 2.182 1.551 -2.455
H: 0.545 1.881 -1.902
H: 0.418 -0.528 2.123
H: 0.042 -2.210 1.727
H: -2.218 -2.500 0.011
H: -2.479 -1.410 1.425
H: -3.295 -1.070 -0.152
H: 1.647 -1.573 1.392

The HOMO energy comes out at -6.677 eV. For the gap between HOMO and LUMO, the calculation gives 7.7 eV.

---

#Q
ORCA calculation (ωB97M-V with the def2-TZVPD basis set) on one molecule with the formula C7H17N.

Geometry (Å):
C: -0.161 0.308 3.067
C: -1.429 0.597 2.252
N: -1.252 0.813 0.836
C: -1.155 -0.398 0.029
C: -0.519 -0.109 -1.325
C: 1.006 -0.055 -1.339
C: 1.668 -1.338 -0.877
C: 1.484 0.329 -2.748
H: 0.060 -0.757 3.192
H: 0.715 0.810 2.652
H: -0.303 0.682 4.079
H: -2.173 -0.184 2.382
H: -1.892 1.495 2.663
H: -0.535 1.473 0.575
H: -2.166 -0.763 -0.157
H: -0.596 -1.194 0.524
H: -0.876 -0.842 -2.059
H: -0.913 0.846 -1.686
H: 1.319 0.779 -0.709
H: 2.750 -1.284 -0.952
H: 1.292 -2.173 -1.478
H: 1.498 -1.565 0.177
H: 2.575 0.275 -2.804
H: 1.247 1.380 -2.943
H: 1.098 -0.376 -3.483

The HOMO energy comes out at -8.413 eV. As for the SMILES: CCNCCC(C)C. For the gap between HOMO and LUMO, the calculation gives 9.6 eV.

---

Stability check: which of them is least stable? #P.

---

#P
ORCA calculation (ωB97M-V with the def2-TZVPD basis set) on one molecule with the formula C7H14Si.

Geometry (Å):
C: -1.187 1.248 1.214
Si: -0.772 -0.147 -0.036
C: -1.226 -1.837 0.712
C: -1.373 0.130 -1.768
C: 1.324 0.177 -0.382
C: 2.389 -0.871 -0.151
C: 2.381 0.281 0.696
C: 2.199 1.253 -0.431
H: -2.244 1.375 1.166
H: -1.154 1.207 2.370
H: -0.764 2.175 0.934
H: -2.222 -2.191 0.356
H: -0.642 -2.598 0.210
H: -0.913 -2.097 1.753
H: -2.478 0.150 -1.832
H: -1.194 1.122 -2.227
H: -1.022 -0.522 -2.527
H: 3.168 -1.082 -0.975
H: 1.987 -1.840 0.186
H: 2.228 0.191 1.794
H: 1.938 2.319 -0.223
H: 3.028 1.114 -1.237

The HOMO energy comes out at -8.406 eV. As for the SMILES: C[Si](C)(C)[C@]12C[C@@H]1C2. For the gap between HOMO and LUMO, the calculation gives 9.3 eV.

---

#Q
ORCA calculation (ωB97M-V with the def2-TZVPD basis set) on one molecule with the formula C7H14Si.

Geometry (Å):
C: 4.050 -0.503 0.617
C: 2.702 -0.480 0.142
C: 1.579 -0.455 -0.339
Si: -0.184 -0.498 -0.812
C: -0.743 -2.162 -0.206
C: -1.147 0.899 0.235
C: -2.641 0.425 0.261
C: -1.046 2.307 -0.359
H: 4.356 -1.596 0.752
H: 4.621 0.215 0.036
H: 4.008 -0.243 1.750
H: -0.208 -0.193 -2.291
H: -1.281 -2.805 -0.867
H: 0.149 -2.728 0.082
H: -1.259 -2.106 0.691
H: -0.630 0.965 1.256
H: -3.256 0.566 1.121
H: -3.070 1.050 -0.529
H: -2.699 -0.669 -0.010
H: -1.252 2.321 -1.409
H: -0.106 2.814 -0.088
H: -1.943 2.875 -0.033

The HOMO energy comes out at -9.104 eV. As for the SMILES: CC#C[Si@@H](C)C(C)C. For the gap between HOMO and LUMO, the calculation gives 10.1 eV.

---

Stability check: which of them is least stable? #P.

---

#P
ORCA calculation (ωB97M-V with the def2-TZVPD basis set) on a 2-piece molecular cluster, CH8N2P overall.

Geometry (Å):
C: -0.949 0.049 -0.565
N: -2.070 0.496 -0.076
N: 2.048 0.374 0.294
P: 0.053 -0.990 0.481
H: -0.746 0.269 -1.607
H: -2.222 0.372 0.962
H: -2.416 1.385 -0.416
H: 1.892 1.475 0.370
H: 2.877 0.046 0.792
H: 2.103 0.163 -0.715
H: -0.978 -1.806 1.051
H: 0.409 -1.832 -0.570

The HOMO energy comes out at -12.660 eV. As for the total charge: +1. For the gap between HOMO and LUMO, the calculation gives 7.4 eV.

---

#Q
ORCA calculation (ωB97M-V with the def2-TZVPD basis set) on an isolated ion of composition CH8N2P and charge +1.

Geometry (Å):
C: 1.168 -1.148 0.767
P: 0.651 0.139 -0.150
N: -0.018 1.467 0.541
N: -1.257 -0.445 -0.650
H: 1.560 -2.042 0.318
H: 1.454 -0.909 1.719
H: 0.972 0.403 -1.605
H: 0.339 1.995 1.347
H: 0.039 2.130 -0.293
H: -1.450 -1.430 -0.232
H: -1.763 0.364 -0.170
H: -1.696 -0.523 -1.593

The HOMO energy comes out at -13.156 eV. As for the SMILES: C=[P@H](N)[NH3+]. As for the total charge: +1. For the gap between HOMO and LUMO, the calculation gives 9.5 eV.

---

Stability check: which of them is least stable? #P.